(1)
A molecular structure, C32H40F6GeN6O6PS4Y, computed with wB97M-V/def2-TZVPD.

The value obtained for the largest force on an atom is 2.03 eV Å⁻¹. As for the spin multiplicity: 1. Its HOMO energy is -6.6 eV.

The geometry in XYZ format:
```
97
C32H40F6GeN6O6PS4Y wB97M-V/def2-TZVPD
Y 0.3689 -0.3121 0.3964
C 3.6409 5.5226 -2.1624
C 4.0117 4.0928 -2.0608
N 5.1709 3.5645 -2.2614
N 4.9777 2.2344 -2.0320
C 3.7099 1.9105 -1.7126
S 3.0934 0.3940 -1.4155
N 3.0941 3.1241 -1.7256
N 1.7855 3.3958 -1.4105
H 4.4961 6.1022 -2.4982
H 3.3138 5.8863 -1.1874
H 2.8110 5.6486 -2.8578
H 5.7480 1.5940 -2.0848
H 1.2247 3.3392 -2.2546
H 1.4596 2.6874 -0.7659
O -1.5974 -1.6992 1.8338
N -1.4897 -1.1876 0.4793
C -1.6817 -2.2955 -0.4666
C -2.6611 -1.8862 -1.5382
C -3.9840 -2.2834 -1.6212
C -4.7622 -1.8537 -2.6892
C -4.2102 -1.0232 -3.6526
C -2.8829 -0.6217 -3.5652
C -2.0929 -1.0614 -2.5086
P -0.2951 -0.7432 -2.2266
C 0.6843 -1.5037 -3.5784
C 1.9456 -2.0291 -3.3184
C 2.7204 -2.5633 -4.3362
C 2.2320 -2.5881 -5.6336
C 0.9586 -2.1062 -5.8975
C 0.1898 -1.5629 -4.8781
C -0.4425 0.9827 -3.2267
C 0.3468 1.4649 -4.2722
C 0.1601 2.7430 -4.7984
C -0.8424 3.5647 -4.3042
C -1.6522 3.1019 -3.2708
C -1.4331 1.8402 -2.7362
H -2.3863 -1.2941 2.2051
H -2.0463 -3.1699 0.0788
H -4.4036 -2.9457 -0.8721
H -5.7906 -2.1814 -2.7754
H -4.8165 -0.6822 -4.4830
H -2.4821 0.0427 -4.3191
H 2.3278 -2.0001 -2.3074
H 3.7090 -2.9495 -4.1193
H 2.8383 -2.9790 -6.4410
H 0.5625 -2.1419 -6.9051
H -0.8008 -1.1901 -5.0978
H 1.1072 0.8246 -4.7050
H 0.7879 3.0852 -5.6137
H -0.9886 4.5583 -4.7105
H -2.4566 3.7228 -2.8936
H -2.0759 1.4627 -1.9447
F 2.0133 3.4024 2.4886
C 1.7749 2.5419 3.4986
F 0.6332 2.9062 4.0673
F 2.7701 2.6429 4.3594
S 1.6733 0.8281 2.7323
O 0.2719 0.4586 2.7581
O 2.1400 1.0376 1.3755
N 2.6434 -0.1158 3.5181
S 2.0379 -0.5013 4.9688
O 3.0142 -1.0375 5.8484
O 1.1736 0.5499 5.4234
C 0.9244 -1.9795 4.5656
F 1.3847 -3.0672 5.1723
F -0.3194 -1.7663 4.9635
F 0.9373 -2.2425 3.2539
O -0.4286 1.9109 0.5863
S -1.4527 3.0137 0.4481
C -0.6105 4.6147 0.8024
C -1.0768 5.1098 2.1669
C -2.4766 4.5394 2.3775
C -2.3680 3.0636 2.0316
H -0.9022 5.2857 -0.0060
H 0.4537 4.4212 0.7310
H -1.0725 6.1989 2.2130
H -0.4148 4.7418 2.9477
H -3.1780 5.0241 1.6922
H -2.8338 4.6889 3.3958
H -3.3310 2.5798 1.8798
H -1.7711 2.4940 2.7457
C 2.0281 -4.6658 -1.2005
Ge 1.0678 -3.3133 -0.1090
C 2.6248 -2.2852 0.6666
C 0.2301 -4.4024 1.3177
C -0.3959 -2.5605 -1.2715
H 2.4260 -5.4452 -0.5480
H 2.8609 -4.2400 -1.7599
H 1.3484 -5.1350 -1.9123
H 3.1719 -3.0396 1.2308
H 2.4213 -1.4730 1.3674
H 3.2842 -1.9064 -0.1119
H 0.9945 -4.7910 1.9920
H -0.2805 -5.2439 0.8471
H -0.4949 -3.8330 1.8932
H -0.5898 -3.3671 -1.9853
```

Results of the natural (NBO) charge analysis, in e, for atoms 1 through 6: number 1, Y, carries 1.677; number 2, C, carries -0.656; number 3, C, carries 0.365; number 4, N, carries -0.260; number 5, N, carries -0.371; number 6, C, carries 0.244

(2)
A molecular structure, C32H40N6OPtS, computed with wB97M-V/def2-TZVPD.

The expectation value of S² is 2.026. The value obtained for the largest force on an atom is 0.53 eV Å⁻¹. As for the spin multiplicity: 3. Its HOMO energy (alpha / beta) is -5.0 / -7.4 eV. The value obtained for the energy above the lowest of the compared OMol25 structures with the same formula, charge and spin is 4.8 kJ/mol.

The geometry in XYZ format:
```
81
C32H40N6OPtS wB97M-V/def2-TZVPD
Pt 0.4001 0.0368 0.4099
C -1.9375 3.0459 2.8561
C -2.5430 3.7289 1.8122
C -2.5569 3.1616 0.5514
C -1.9590 1.9225 0.3502
N -1.3846 1.2646 1.3696
C -1.3687 1.8144 2.5853
C -1.8625 1.2654 -0.9739
C -2.7486 1.5624 -2.0092
C -2.6223 0.9424 -3.2426
C -1.6052 0.0182 -3.4453
C -0.7245 -0.2915 -2.4133
C -0.8461 0.3222 -1.1743
H -1.9002 3.4558 3.8568
H -2.9811 4.7060 1.9746
H -2.9951 3.6911 -0.2841
H -0.8809 1.2371 3.3641
H -3.5557 2.2688 -1.8445
H -3.3142 1.1793 -4.0419
H -1.4980 -0.4675 -4.4092
H 0.0698 -1.0110 -2.5864
C 5.5663 -0.7732 -0.1448
N 4.6896 -1.8532 0.2989
C 3.3715 -1.9613 0.0542
S 2.5447 -0.8535 -0.9517
N 2.7139 -2.9621 0.6340
C 3.2920 -3.7761 1.6860
H 6.1277 -0.3823 0.7040
H 4.9624 0.0258 -0.5591
H 6.2645 -1.1193 -0.9071
H 5.1176 -2.5822 0.8429
H 1.6860 -2.8232 0.6637
H 4.1337 -4.3683 1.3196
H 2.5290 -4.4686 2.0346
H 3.6225 -3.1764 2.5417
N 5.7575 3.5226 -1.6193
C 5.2851 3.1189 -0.3933
O 6.0406 3.0218 0.5648
C 3.8504 2.7878 -0.3049
C 3.2792 2.6356 0.9659
C 1.9631 2.2834 1.0943
N 1.1491 1.9954 0.0151
C 1.7046 2.2026 -1.2235
C 2.9926 2.6056 -1.4151
H 6.6956 3.8831 -1.6281
H 5.1285 3.8670 -2.3204
H 3.8906 2.8215 1.8403
H 1.4975 2.2197 2.0692
H 1.0550 1.9944 -2.0667
H 3.3462 2.7144 -2.4339
C 3.1779 0.5607 4.1205
C 1.8366 -0.1089 3.9571
C 0.9433 -0.1786 5.0215
C -0.2709 -0.8465 4.8754
C -1.2635 -0.8776 6.0104
C -0.6007 -1.4430 3.6641
C 0.2687 -1.3973 2.5585
C 1.4969 -0.7051 2.7462
N 0.0523 -1.9076 1.2870
C -1.0991 -2.7803 0.9792
C -1.1898 -3.9719 1.9552
C -0.8279 -3.3406 -0.4185
C -2.4336 -2.0186 0.9510
H 3.7918 0.0131 4.8391
H 3.0665 1.5802 4.4986
H 3.7176 0.6061 3.1741
H 1.2028 0.2775 5.9741
H -0.7673 -0.7713 6.9756
H -1.8309 -1.8090 6.0124
H -1.9798 -0.0566 5.9128
H -1.5648 -1.9250 3.5785
H 2.2399 -0.7116 1.9566
H -0.2047 -4.2214 2.3613
H -1.5721 -4.8492 1.4261
H -1.8603 -3.7811 2.7936
H -0.0077 -4.0654 -0.3987
H -0.5519 -2.5288 -1.0948
H -1.7229 -3.8364 -0.8075
H -2.5516 -1.3922 1.8378
H -3.2700 -2.7234 0.9048
H -2.4802 -1.3707 0.0745
```

Results of the Mulliken charge analysis, in e, for atoms 1 through 6: number 1, Pt, carries 2.542; number 2, C, carries -1.064; number 3, C, carries -0.608; number 4, C, carries -1.311; number 5, C, carries 0.090; number 6, N, carries 0.437

(3)
A molecular structure, C32H41AsMgN4PSSi2, computed with wB97M-V/def2-TZVPD.

The value obtained for the largest force on an atom is 1.91 eV Å⁻¹. The net charge is -1. As for the spin multiplicity: 1. Its HOMO energy is -4.1 eV. The value obtained for the energy above the lowest of the compared OMol25 structures with the same formula, charge and spin is 0.0 kJ/mol.

The geometry in XYZ format:
```
83
C32H41AsMgN4PSSi2 wB97M-V/def2-TZVPD
Mg -0.2278 -0.5607 -0.4008
C -0.1743 -0.4397 3.9820
C -0.5247 -0.5048 2.5179
N 0.3416 -0.2565 1.5809
N 1.5738 0.0910 1.9389
C 2.4994 0.1433 1.0110
N 3.7377 0.5235 1.4837
S 2.4005 -0.2668 -0.6240
C -1.8438 -0.8649 2.1024
C -2.8668 -1.1962 3.0130
C -4.1187 -1.4938 2.5378
C -4.3398 -1.4898 1.1578
C -3.2686 -1.2078 0.3347
N -2.0665 -0.8948 0.7755
H 0.8830 -0.2070 4.0695
H -0.3792 -1.3840 4.4846
H -0.7448 0.3508 4.4705
H 3.7146 1.1081 2.3048
H 4.3992 0.7966 0.7750
H -2.6646 -1.2243 4.0724
H -4.9218 -1.7380 3.2193
H -5.3141 -1.7127 0.7532
H -3.3718 -1.2335 -0.7406
C 2.2559 6.5503 -1.6982
C 2.4660 5.3551 -2.3684
C 1.9288 4.1849 -1.8743
C 1.1650 4.1871 -0.7076
C 0.9393 5.3922 -0.0528
C 1.4842 6.5644 -0.5484
P 0.5856 2.5316 -0.1899
C -0.2478 2.9153 1.3823
C -1.6039 2.6895 1.5839
C -2.1539 2.8217 2.8462
C -1.3530 3.1712 3.9214
C 0.0014 3.3961 3.7289
C 0.5522 3.2623 2.4703
C -0.8088 2.3159 -1.3383
C -1.4641 3.3875 -1.9430
C -2.4732 3.1317 -2.8518
C -2.8054 1.8172 -3.1496
C -2.1596 0.7718 -2.5079
C -1.1330 0.9754 -1.5812
H 2.6849 7.4704 -2.0751
H 3.0508 5.3438 -3.2777
H 2.0895 3.2427 -2.3833
H 0.3295 5.4157 0.8414
H 1.2979 7.5016 -0.0371
H -2.2268 2.3989 0.7483
H -3.2099 2.6368 2.9975
H -1.7846 3.2707 4.9088
H 0.6269 3.6634 4.5701
H 1.6120 3.4248 2.3133
H -1.1947 4.4146 -1.7124
H -2.9906 3.9517 -3.3410
H -3.5786 1.6154 -3.8867
H -2.4483 -0.2505 -2.7474
C 0.7073 -4.7565 -4.0620
Si 1.0268 -3.1762 -2.9978
C 0.7938 -1.6875 -4.1881
C 2.9016 -3.2687 -2.5849
As -0.6146 -2.9890 -1.3491
Si 0.4248 -4.1821 0.3258
C 0.8516 -5.9694 -0.2657
C -0.8405 -4.4129 1.7574
C 2.0471 -3.5740 1.1541
H 1.3994 -4.8753 -4.8919
H -0.3011 -4.7293 -4.4653
H 0.7828 -5.6417 -3.4376
H 1.3514 -1.7690 -5.1165
H 1.1022 -0.7735 -3.6863
H -0.2608 -1.5871 -4.4354
H 3.5256 -3.3255 -3.4735
H 3.1199 -4.1376 -1.9705
H 3.2009 -2.3861 -2.0289
H -0.0062 -6.3985 -0.7760
H 1.1404 -6.6437 0.5364
H 1.6716 -5.9268 -0.9757
H -1.8431 -4.4978 1.3441
H -0.8340 -3.5533 2.4205
H -0.6481 -5.2952 2.3591
H 2.7513 -3.2427 0.3968
H 2.5412 -4.3366 1.7514
H 1.8525 -2.7226 1.7998
```

Results of the Mulliken charge analysis, in e, for atoms 1 through 6: number 1, Mg, carries -0.091; number 2, C, carries -2.157; number 3, C, carries 0.393; number 4, N, carries 2.803; number 5, N, carries -1.571; number 6, C, carries 0.392